## i
The following is a DFT calculation (wB97M-V/def2-TZVPD) of a molecular structure, C4H10N2S2.

The value obtained for the HOMO-LUMO gap is 8.22 eV. Its LUMO energy is -0.065 eV. The HOMO energy is -0.305 Ha.

CARTESIAN COORDINATES (ANGSTROEM)
1 C -0.24 -1.99 -1.61
2 C -0.61 -0.52 -1.57
3 C -0.21 0.05 -0.27
4 C -2.16 -0.68 1.07
5 H -0.29 -2.46 -2.84
6 H -0.87 -2.67 -1.02
7 H 0.90 -1.85 -1.31
8 H -0.14 0.15 -2.17
9 H -1.79 -0.46 -1.78
10 H 3.61 0.09 -0.49
11 H -3.26 -0.51 0.18
12 H -1.64 -1.85 0.91
13 H -2.22 -0.44 2.58
14 H 0.74 0.43 2.49
15 N 0.99 0.62 -0.01
16 N -1.12 0.21 0.76
17 S 2.10 0.34 -1.36
18 S -0.52 1.07 2.14

## ii
The following is a DFT calculation (wB97M-V/def2-TZVPD) of a single C4H10N2S2 molecule.

As for the SMILES: CCNNC(=S)SC. The value obtained for the HOMO-LUMO gap is 8.97 eV. Its LUMO energy is 0.530 eV. The HOMO energy is -0.310 Ha.

CARTESIAN COORDINATES (ANGSTROEM)
1 C -1.68 -1.11 1.17
2 C -1.38 -0.09 0.35
3 C 0.70 1.46 -1.64
4 C 2.36 -0.73 -0.39
5 H -2.19 -0.76 2.29
6 H -0.80 -1.76 1.49
7 H -2.66 -1.65 0.61
8 H -1.73 -0.39 -0.60
9 H -2.05 0.67 0.48
10 H 0.07 0.72 1.60
11 H -0.34 2.23 -0.27
12 H 1.52 -1.30 0.10
13 H 3.20 -1.38 -0.81
14 H 2.82 -0.14 0.33
15 N 0.00 0.36 0.49
16 N 0.18 1.39 -0.41
17 S 0.31 2.43 -2.84
18 S 1.66 0.06 -1.93

Energies relative to the minimum, kcal/mol: i 83.5; ii 0.0

## i
The following is a DFT calculation (wB97M-V/def2-TZVPD) of a molecular structure, C5H6ClN.

The value obtained for the HOMO-LUMO gap is 10.79 eV. Its LUMO energy is 0.790 eV. The HOMO energy is -0.368 Ha.

CARTESIAN COORDINATES (ANGSTROEM)
1 C 3.02 0.97 -0.29
2 C 0.09 0.50 -0.29
3 C 0.99 -0.39 0.17
4 C -1.26 0.42 0.40
5 C 2.79 -0.40 -0.43
6 N 2.96 2.11 -0.28
7 Cl 3.72 -1.53 0.61
8 H 0.43 1.11 -1.15
9 H 0.89 -1.10 1.02
10 H -1.26 -0.60 0.82
11 H -2.17 0.70 -0.12
12 H -1.17 1.10 1.26
13 H 2.84 -0.67 -1.46

## ii
The following is a DFT calculation (wB97M-V/def2-TZVPD) of a single C5H6ClN molecule.

As for the SMILES: C=C[C@](C)(Cl)C#N. The value obtained for the HOMO-LUMO gap is 11.31 eV. Its LUMO energy is 0.623 eV. The HOMO energy is -0.393 Ha.

CARTESIAN COORDINATES (ANGSTROEM)
1 C 1.29 -1.31 0.22
2 C 0.48 1.92 -0.99
3 C 0.16 0.65 -0.81
4 C -1.23 -0.96 0.65
5 C 0.13 -0.20 0.40
6 N 2.04 -2.15 0.01
7 Cl 0.76 0.58 1.91
8 H 0.41 2.40 -1.98
9 H 0.55 2.44 -0.02
10 H -0.20 0.02 -1.64
11 H -1.99 -0.15 0.87
12 H -1.04 -1.55 1.56
13 H -1.37 -1.69 -0.18

## iii
The following is a DFT calculation (wB97M-V/def2-TZVPD) of a single C5H6ClN molecule.

The value obtained for the HOMO-LUMO gap (alpha / beta) is 7.10 / 7.11 eV. Its LUMO energy (alpha / beta) is 0.127 / 0.132 eV. The HOMO energy (alpha / beta) is -0.256 / -0.256 Ha.

CARTESIAN COORDINATES (ANGSTROEM)
1 C 0.88 -0.42 -0.12
2 C 0.99 -1.49 0.67
3 C -0.06 0.56 0.11
4 C -1.03 -1.13 1.93
5 C -1.18 1.17 -0.59
6 N 0.19 -1.70 1.76
7 Cl -1.81 -1.30 3.37
8 H 1.42 -0.28 -1.02
9 H 1.96 -2.14 0.62
10 H -1.74 1.77 0.12
11 H -0.65 1.80 -1.30
12 H -1.91 0.35 -0.95
13 H 0.48 -2.40 2.49

Energies relative to the minimum, kcal/mol: i 22.9; ii 0.0; iii 99.5

## i
The following is a DFT calculation (wB97M-V/def2-TZVPD) of a molecular structure, C38H38F5GdN5O2S.

The value obtained for the HOMO-LUMO gap (alpha / beta) is 5.76 / 6.50 eV. Its LUMO energy (alpha / beta) is -4.361 / -3.709 eV. The spin multiplicity is 8. The HOMO energy (alpha / beta) is -0.372 / -0.375 Ha. The net charge is +1.

CARTESIAN COORDINATES (ANGSTROEM)
1 Gd -0.82 0.29 0.21
2 O -3.68 -1.36 1.19
3 C -2.47 -1.51 1.27
4 O -1.65 -0.73 1.90
5 C -1.81 -2.62 0.48
6 C -2.37 -3.90 0.36
7 C -1.70 -4.82 -0.39
8 C -0.50 -4.46 -1.03
9 C 0.25 -5.36 -1.83
10 C 1.40 -4.95 -2.44
11 C 1.86 -3.62 -2.29
12 C 1.15 -2.73 -1.53
13 C -0.03 -3.14 -0.88
14 N -0.70 -2.24 -0.11
15 H -3.31 -4.11 0.86
16 H -2.09 -5.83 -0.50
17 H -0.11 -6.38 -1.95
18 H 1.97 -5.64 -3.05
19 H 2.76 -3.31 -2.79
20 H 1.46 -1.70 -1.41
21 N -0.98 2.04 2.27
22 C -2.37 2.48 2.57
23 C -3.16 2.66 1.29
24 N -3.17 1.38 0.57
25 H -0.72 1.35 2.97
26 H -0.35 2.82 2.38
27 H -2.38 3.41 3.14
28 H -2.85 1.71 3.17
29 H -2.69 3.42 0.65
30 H -4.16 3.01 1.54
31 H -3.82 1.45 -0.21
32 H -3.59 0.67 1.17
33 C 1.72 1.92 4.04
34 C 1.29 0.49 4.23
35 C 0.97 0.05 5.50
36 C 0.64 -1.28 5.74
37 C 0.68 -2.20 4.71
38 C 1.00 -1.82 3.42
39 C 1.17 -2.87 2.36
40 C 1.25 -0.45 3.16
41 N 1.43 0.02 1.86
42 C 2.62 0.28 1.38
43 C 3.90 -0.08 2.08
44 C 2.69 0.96 0.08
45 C 4.00 1.59 -0.32
46 N 1.60 1.04 -0.61
47 C 1.57 1.66 -1.89
48 C 2.19 1.09 -3.00
49 C 3.07 -0.13 -2.93
50 C 1.97 1.67 -4.25
51 C 1.17 2.79 -4.39
52 C 0.59 3.37 -3.27
53 C 0.80 2.82 -2.01
54 C 0.25 3.49 -0.78
55 H 0.98 2.61 4.47
56 H 1.86 2.18 2.99
57 H 2.66 2.10 4.56
58 H 0.99 0.76 6.32
59 H 0.38 -1.59 6.75
60 H 0.49 -3.25 4.91
61 H 0.27 -3.48 2.27
62 H 1.99 -3.54 2.65
63 H 1.41 -2.44 1.39
64 H 3.70 -0.64 2.99
65 H 4.46 0.82 2.35
66 H 4.53 -0.68 1.43
67 H 4.33 2.27 0.46
68 H 3.88 2.15 -1.25
69 H 4.78 0.84 -0.46
70 H 3.05 -0.62 -1.96
71 H 4.11 0.14 -3.15
72 H 2.76 -0.86 -3.69
73 H 2.43 1.23 -5.12
74 H 0.99 3.22 -5.37
75 H -0.02 4.26 -3.36
76 H -0.47 4.27 -1.05
77 H 1.06 3.95 -0.21
78 H -0.24 2.79 -0.11
79 F -6.21 2.10 -4.18
80 C -5.08 1.53 -3.80
81 C -4.77 0.24 -4.20
82 F -5.62 -0.43 -4.97
83 C -3.59 -0.36 -3.79
84 F -3.34 -1.60 -4.20
85 C -2.67 0.30 -2.98
86 S -1.15 -0.40 -2.50
87 C -3.02 1.59 -2.61
88 F -2.19 2.25 -1.78
89 C -4.19 2.21 -2.98
90 F -4.47 3.44 -2.56

## ii
The following is a DFT calculation (wB97M-V/def2-TZVPD) of a molecular structure, C38H38F5GdN5O2S.

The value obtained for the HOMO-LUMO gap (alpha / beta) is 5.83 / 7.21 eV. Its LUMO energy (alpha / beta) is -4.620 / -3.316 eV. The spin multiplicity is 8. The HOMO energy (alpha / beta) is -0.384 / -0.387 Ha. The net charge is +1.

CARTESIAN COORDINATES (ANGSTROEM)
1 Gd -0.43 0.13 0.34
2 O -2.00 3.56 1.69
3 C -1.92 2.54 1.05
4 O -1.70 1.36 1.49
5 C -2.16 2.59 -0.47
6 C -2.55 3.80 -1.06
7 C -2.90 3.81 -2.38
8 C -2.94 2.59 -3.09
9 C -3.36 2.49 -4.43
10 C -3.41 1.27 -5.06
11 C -3.01 0.11 -4.38
12 C -2.58 0.17 -3.08
13 C -2.53 1.41 -2.40
14 N -2.10 1.43 -1.12
15 H -2.55 4.68 -0.44
16 H -3.18 4.72 -2.90
17 H -3.64 3.39 -4.95
18 H -3.74 1.20 -6.08
19 H -3.03 -0.84 -4.90
20 H -2.28 -0.71 -2.54
21 N -2.90 -1.06 0.79
22 C -3.32 -2.18 -0.07
23 C -2.11 -3.11 -0.24
24 N -0.97 -2.34 -0.75
25 H -2.96 -1.35 1.76
26 H -3.56 -0.29 0.69
27 H -3.62 -1.78 -1.04
28 H -4.17 -2.74 0.33
29 H -2.38 -3.95 -0.90
30 H -1.85 -3.52 0.74
31 H -1.11 -2.21 -1.75
32 H -0.12 -2.90 -0.69
33 C 1.24 -4.19 1.16
34 C 2.19 -3.59 0.15
35 C 2.80 -4.37 -0.81
36 C 3.76 -3.82 -1.65
37 C 4.16 -2.51 -1.47
38 C 3.61 -1.71 -0.48
39 C 4.12 -0.32 -0.27
40 C 2.57 -2.25 0.29
41 N 1.87 -1.45 1.21
42 C 2.45 -1.12 2.30
43 C 3.77 -1.65 2.74
44 C 1.74 -0.16 3.16
45 C 2.14 -0.06 4.59
46 N 0.85 0.57 2.58
47 C 0.20 1.57 3.33
48 C -0.77 1.25 4.28
49 C -1.25 -0.17 4.42
50 C -1.34 2.28 5.00
51 C -0.96 3.60 4.80
52 C -0.04 3.90 3.80
53 C 0.52 2.90 3.03
54 C 1.46 3.19 1.90
55 H 0.70 -5.03 0.74
56 H 0.54 -3.43 1.52
57 H 1.81 -4.55 2.01
58 H 2.53 -5.41 -0.90
59 H 4.21 -4.43 -2.42
60 H 4.94 -2.09 -2.10
61 H 4.40 0.13 -1.22
62 H 5.02 -0.35 0.35
63 H 3.39 0.32 0.21
64 H 4.13 -2.39 2.03
65 H 3.69 -2.10 3.73
66 H 4.50 -0.84 2.80
67 H 3.21 0.09 4.67
68 H 1.90 -0.99 5.11
69 H 1.63 0.76 5.09
70 H -1.14 -0.70 3.46
71 H -2.30 -0.17 4.71
72 H -0.69 -0.71 5.18
73 H -2.11 2.05 5.73
74 H -1.40 4.39 5.38
75 H 0.21 4.93 3.61
76 H 1.39 4.24 1.61
77 H 1.22 2.57 1.02
78 H 2.49 2.98 2.19
79 F -0.67 1.36 -6.92
80 C -0.26 0.97 -5.70
81 C 0.04 -0.37 -5.46
82 F -0.10 -1.27 -6.43
83 C 0.46 -0.76 -4.21
84 F 0.68 -2.06 -3.94
85 C 0.59 0.16 -3.16
86 S 1.31 -0.30 -1.67
87 C 0.22 1.48 -3.41
88 F 0.23 2.31 -2.33
89 C -0.19 1.90 -4.66
90 F -0.55 3.17 -4.88

Energies relative to the minimum, kcal/mol: i 0.0; ii 11.4

## i
The following is a DFT calculation (wB97M-V/def2-TZVPD) of a molecular structure, C4H5O6Zn.

The value obtained for the HOMO-LUMO gap (alpha / beta) is 8.17 / 9.97 eV. Its LUMO energy (alpha / beta) is 0.431 / -0.861 eV. The spin multiplicity is 2. The HOMO energy (alpha / beta) is -0.285 / -0.398 Ha.

CARTESIAN COORDINATES (ANGSTROEM)
1 O -0.61 1.14 2.72
2 C -1.23 0.86 1.66
3 O -2.49 0.91 1.61
4 O -0.58 0.60 0.54
5 Zn -2.35 1.41 3.46
6 C 0.82 0.34 0.59
7 C 1.62 -0.19 -0.55
8 H 1.31 1.24 0.98
9 H 1.03 -0.55 1.28
10 H 1.81 0.61 -1.28
11 O 0.91 -1.31 -1.24
12 C -0.07 -0.95 -2.04
13 O -0.35 0.21 -2.32
14 O -0.89 -1.97 -2.23
15 H -1.51 -1.76 -2.94
16 H 2.59 -0.60 -0.24

## ii
The following is a DFT calculation (wB97M-V/def2-TZVPD) of a molecular structure, C4H5O6Zn.

The value obtained for the HOMO-LUMO gap (alpha / beta) is 6.79 / 8.19 eV. Its LUMO energy (alpha / beta) is -1.613 / -1.726 eV. The spin multiplicity is 2. The HOMO energy (alpha / beta) is -0.309 / -0.364 Ha.

CARTESIAN COORDINATES (ANGSTROEM)
1 H -0.55 -0.21 -1.62
2 C -0.73 0.61 -0.91
3 C 0.55 1.39 -0.74
4 O 1.73 0.60 -0.57
5 C 2.10 0.00 0.59
6 O 1.43 0.29 1.63
7 O 2.77 -1.02 0.43
8 Zn -0.37 0.01 2.08
9 O -1.18 0.11 0.33
10 H -1.50 1.26 -1.35
11 H 0.47 2.13 0.07
12 H 0.73 1.96 -1.66
13 H -0.46 -2.29 -0.31
14 O -1.68 -1.45 1.82
15 O -1.47 -2.16 -0.34
16 C -1.86 -1.23 0.55

Energies relative to the minimum, kcal/mol: i 0.0; ii 36.5

## i
The following is a DFT calculation (wB97M-V/def2-TZVPD) of 9 unconnected molecules or ions with the total composition H18O9.

The value obtained for the HOMO-LUMO gap (alpha / beta) is 2.86 / 10.17 eV. Its LUMO energy (alpha / beta) is 2.952 / 2.827 eV. The spin multiplicity is 2. The HOMO energy (alpha / beta) is 0.003 / -0.270 Ha. The net charge is -1.

CARTESIAN COORDINATES (ANGSTROEM)
1 O -1.06 0.78 -2.21
2 H -1.74 0.12 -2.14
3 H -1.29 1.28 -2.99
4 O 0.68 -0.70 -0.06
5 H 0.40 0.03 0.50
6 H -0.07 -1.29 -0.09
7 O 0.84 -2.66 2.16
8 H 1.42 -3.33 2.53
9 H 1.43 -2.08 1.68
10 O 1.50 1.82 -1.80
11 H 1.50 2.03 -0.87
12 H 0.72 1.28 -1.92
13 O -2.92 -3.30 -1.03
14 H -2.65 -2.71 -0.33
15 H -3.07 -4.14 -0.59
16 O -1.69 -2.21 1.15
17 H -0.81 -2.44 1.41
18 H -1.92 -1.45 1.69
19 O -1.27 2.21 0.79
20 H -1.91 2.43 1.46
21 H -1.76 1.71 0.14
22 O 3.82 0.71 -0.46
23 H 4.15 1.59 -0.62
24 H 2.88 0.77 -0.64
25 O 1.18 3.18 0.43
26 H 1.34 3.60 1.28
27 H 0.31 2.80 0.51

## ii
The following is a DFT calculation (wB97M-V/def2-TZVPD) of 9 unconnected molecules or ions with the total composition H18O9.

The value obtained for the HOMO-LUMO gap (alpha / beta) is 2.64 / 10.94 eV. Its LUMO energy (alpha / beta) is 3.025 / 2.843 eV. The spin multiplicity is 2. The HOMO energy (alpha / beta) is 0.014 / -0.298 Ha. The net charge is -1.

CARTESIAN COORDINATES (ANGSTROEM)
1 O -1.37 -0.32 -0.16
2 H -1.09 -0.68 0.70
3 H -2.27 -0.66 -0.31
4 O -1.71 -2.14 -2.11
5 H -2.21 -1.55 -2.67
6 H -1.26 -1.68 -1.43
7 O 1.80 2.42 1.79
8 H 1.03 2.76 1.33
9 H 1.94 1.48 1.68
10 O -0.16 -3.99 0.43
11 H -0.34 -3.30 -0.23
12 H 0.26 -4.75 0.01
13 O 4.40 -0.23 0.06
14 H 4.26 0.64 -0.31
15 H 4.69 -0.16 0.98
16 O -3.41 1.05 0.57
17 H -2.69 1.49 0.11
18 H -4.10 1.71 0.64
19 O -0.60 2.46 -3.07
20 H -1.13 3.15 -3.50
21 H -0.34 2.96 -2.28
22 O -0.52 -0.03 3.43
23 H 0.37 -0.37 3.18
24 H -0.27 0.79 2.97
25 O 1.53 0.48 -0.71
26 H 2.18 -0.21 -0.93
27 H 1.21 0.40 -1.65

Energies relative to the minimum, kcal/mol: i 0.0; ii 35.1

## i
The following is a DFT calculation (wB97M-V/def2-TZVPD) of a single C3H2O4 molecule.

As for the SMILES: O=CC(=O)C(=O)O. The value obtained for the HOMO-LUMO gap is 9.14 eV. Its LUMO energy is -1.190 eV. The HOMO energy is -0.380 Ha.

CARTESIAN COORDINATES (ANGSTROEM)
1 C -0.68 0.58 -0.48
2 C 0.33 -0.59 -0.52
3 C 1.31 -0.52 0.65
4 H -2.34 1.04 0.38
5 H 2.00 -1.36 0.78
6 O -1.58 0.40 0.47
7 O -0.67 1.46 -1.32
8 O 0.32 -1.48 -1.33
9 O 1.31 0.46 1.37

## ii
The following is a DFT calculation (wB97M-V/def2-TZVPD) of a molecular structure, C3H2O4.

The value obtained for the HOMO-LUMO gap is 8.51 eV. Its LUMO energy is -0.472 eV. The HOMO energy is -0.330 Ha.

CARTESIAN COORDINATES (ANGSTROEM)
1 C 0.13 -0.48 0.15
2 C 1.23 -1.10 -0.01
3 C 2.15 0.73 0.08
4 O 2.47 0.73 -1.03
5 O 2.04 -1.96 0.13
6 O 1.99 0.83 1.21
7 O -0.25 0.83 0.01
8 H -0.72 -1.12 0.31
9 H -1.08 0.84 -0.58

Energies relative to the minimum, kcal/mol: i 0.0; ii 39.6